1.
The following is a quantum chemistry calculation of 13 unconnected molecules or ions with the total composition C26H78O26 at a distorted geometry, from the Open Molecules 2025 dataset.

Geometry as XYZ:
```
130
Properties=species:S:1:pos:R:3
H -0.33 -3.76 -0.06
O 0.50 -0.25 -1.54
C -2.28 1.73 3.66
O -3.04 1.76 -0.12
H -3.16 0.95 5.46
H -3.48 -0.76 0.07
O 0.10 2.18 -4.87
H -2.20 0.73 3.23
H 3.62 2.19 3.14
O -0.88 3.82 -0.88
C 2.65 -2.46 -3.65
H -1.52 0.92 5.49
H 0.46 0.49 -5.93
H -0.66 4.58 -1.43
C -1.09 -2.71 5.08
C 3.11 3.11 -1.84
H -1.53 3.32 5.62
H 2.09 -3.24 0.58
O 0.97 1.65 3.85
O -5.65 0.54 1.30
O 1.49 -2.83 -2.93
O 4.41 2.88 0.15
H 2.41 2.56 -2.47
C 2.34 1.63 -5.65
H 0.88 0.47 -4.34
H -4.95 1.18 1.17
H 1.08 -5.76 -2.11
O -0.68 -5.25 1.36
C -0.87 5.81 3.40
H 4.59 1.57 -1.43
H -1.21 -2.29 6.08
H -0.65 6.16 1.15
H 2.62 2.08 5.05
O 4.80 -3.15 -4.56
O -1.04 4.17 1.72
H 3.73 3.10 0.80
H 0.56 -1.62 -0.03
H -0.41 -2.15 3.40
O -5.18 -1.42 -0.67
H 0.88 -4.38 1.90
H 2.38 -1.90 -4.55
H 0.59 -1.04 -2.08
O 2.36 3.47 2.02
H -5.84 -1.22 1.90
O -0.86 -1.74 -4.49
O 4.00 3.90 -2.64
C -2.86 -0.82 -5.50
H -2.13 -4.62 2.96
H -1.51 2.34 3.20
C 2.95 3.04 3.25
H -0.54 -3.61 5.36
H -0.78 -6.19 1.22
O -0.28 -1.82 4.30
C 0.89 -0.60 -0.24
O -3.53 2.29 3.14
H -3.45 3.24 3.10
H 0.19 1.88 -0.09
H -2.55 3.92 -2.04
H -1.20 -6.64 -0.82
C -1.75 3.20 -1.84
H 3.30 0.72 -7.05
H -3.25 -2.58 4.32
H 0.07 2.72 -5.67
H -2.50 2.32 0.44
H 1.44 3.19 2.01
H 2.69 2.19 -4.78
H 3.15 -4.21 -5.04
H 1.40 3.34 4.73
C -4.99 -0.60 1.61
H 1.98 -0.62 -0.28
O 3.15 0.59 -6.11
O -2.76 0.46 -4.87
C 0.95 1.14 -5.20
H 2.98 -4.71 1.07
O -0.33 4.93 4.32
H -1.28 -2.46 -4.02
H 3.50 3.90 3.63
H 3.50 -4.45 -3.40
C -2.48 1.89 -1.50
H 3.21 1.28 -0.71
H -3.38 1.75 -2.09
H -4.24 -0.40 2.38
H -3.39 -1.42 -4.75
H -6.10 -1.27 -0.44
H 2.28 2.44 -6.38
H -0.82 0.10 1.06
H -1.65 -2.33 -6.36
O 4.65 -3.67 2.82
C -2.32 1.59 5.18
H -1.98 0.36 -4.31
C 3.80 -2.86 2.03
H -2.69 -4.15 5.00
H -1.95 5.92 3.34
H 1.12 0.89 4.43
O 0.45 1.63 0.80
H -0.11 4.06 3.99
H 3.16 -1.78 -2.96
H 0.63 0.04 1.99
H -3.46 -0.71 -6.40
C -1.51 -1.43 -5.75
H 3.43 -1.91 2.41
H -3.98 -2.30 0.69
C 3.81 2.16 -0.95
H 4.45 -2.76 1.16
C -0.92 -4.67 0.07
H 5.53 -3.77 -4.51
H -0.57 6.82 3.67
H -1.29 -5.47 -2.05
O -2.29 2.84 5.94
O -2.23 -3.68 3.10
H 1.00 -3.45 -3.48
O 1.52 -3.76 2.26
C 2.65 -3.71 1.38
C 2.03 2.57 4.28
O 0.72 -5.93 -1.24
C 3.47 -3.66 -4.15
H -1.91 -4.22 0.01
H -1.12 3.11 -2.72
C -0.48 5.40 1.91
H 4.62 4.41 -2.11
H -0.67 -0.99 -6.28
H 2.47 3.70 -1.19
H -1.90 0.97 -1.58
C -0.74 -5.71 -1.15
C -2.40 -3.26 4.43
C 0.25 0.26 1.00
C -4.35 -1.32 0.42
H -0.84 4.05 0.79
H 4.34 -3.63 3.72
H 0.60 5.46 1.76
```

**Energy above the lowest of the compared OMol25 structures with the same formula, charge and spin**: 5.941 eV
**LUMO level**: -0.28 eV
**Charge**: 0
**HOMO level**: -9.4 eV
**E**: -81451.2245 eV



2.
The following is a quantum chemistry calculation of a molecular structure, C18H16BrCoF2N2OS at a distorted geometry, from the Open Molecules 2025 dataset.

Geometry as XYZ:
```
42
Properties=species:S:1:pos:R:3
C -1.38 -3.95 3.70
C 0.99 -1.34 -0.51
H -4.74 -2.57 2.34
H 2.51 1.22 2.19
Co -0.15 0.25 -0.31
C 2.05 1.85 1.44
N -1.16 -0.39 1.21
C 0.53 2.02 -0.27
C -2.58 -4.49 4.13
C -1.37 -2.90 2.79
H -4.69 0.17 -0.26
C -5.68 1.40 1.21
F 1.98 -0.83 -1.24
H -4.82 1.58 4.49
C -4.73 0.48 0.78
H -4.73 -4.44 3.96
C 1.73 3.92 0.26
H -6.39 1.80 0.50
C 0.77 3.33 -0.57
C -2.58 -2.41 2.32
H -3.15 -0.07 3.75
N 1.12 1.32 0.64
C -3.80 -2.96 2.73
H 2.71 5.53 0.60
H 0.28 3.88 -1.36
C -3.79 -4.00 3.64
H -6.45 2.51 2.87
C 2.37 3.18 1.27
F 1.44 -1.73 0.68
H -0.44 -4.34 4.07
H -0.96 -0.06 2.15
C -4.79 1.27 3.45
H -0.44 -2.47 2.44
O 2.01 5.21 0.02
C -3.83 -0.03 1.70
C -5.71 1.79 2.54
H -2.58 -5.31 4.84
H 3.12 3.63 1.90
C -3.85 0.35 3.04
Br -1.55 -0.01 -2.04
H 0.48 -2.15 -1.03
S -2.58 -1.13 1.08
```

**Energy above the lowest of the compared OMol25 structures with the same formula, charge and spin**: 0.000 eV
**LUMO level (alpha / beta)**: -4.96 / -3.86 eV
**Spin multiplicity**: 2
**Charge**: +1
**HOMO level (alpha / beta)**: -12.1 / -12.2 eV
**E**: -147884.5854 eV
**<S²>**: 1.128



3.
The following is a quantum chemistry calculation of 2 unconnected molecules or ions with the total composition C5H15N2O at a distorted geometry, from the Open Molecules 2025 dataset.

Geometry as XYZ:
```
23
Properties=species:S:1:pos:R:3
C -0.24 0.47 -0.88
H -2.44 -0.90 2.90
H 1.36 -1.27 0.18
C 1.88 -0.32 0.11
H -1.33 0.03 3.60
H 1.47 -0.09 -2.01
C 1.26 0.41 -1.06
H -3.00 -1.20 -1.41
H -2.59 -0.57 0.10
C 3.37 -0.74 -0.17
O -1.74 -0.25 2.78
N -2.46 -0.53 -0.89
H -1.38 1.99 0.06
H 1.66 1.42 -1.28
N -0.61 1.36 0.30
H 3.78 -0.01 -0.88
H -0.83 0.73 1.08
H 3.42 -1.72 -0.63
H 1.76 0.18 1.07
H 3.97 -0.59 0.72
H -0.96 -0.74 -2.35
C -1.20 -0.33 -1.37
H 0.18 1.93 0.59
```

**Energy above the lowest of the compared OMol25 structures with the same formula, charge and spin**: 1.348 eV
**LUMO level**: -3.11 eV
**Charge**: +1
**HOMO level**: -12.5 eV
**E**: -10449.2128 eV



4.
The following is a quantum chemistry calculation of 2 unconnected molecules or ions with the total composition CHFO2 at a distorted geometry, from the Open Molecules 2025 dataset.

Geometry as XYZ:
```
5
Properties=species:S:1:pos:R:3
O -1.61 -0.60 -0.81
C -0.51 -0.96 -0.86
F 1.24 1.27 1.13
H 0.35 1.68 1.34
O 0.53 -1.39 -0.81
```

**SMILES string**: O=C=O.F
**Energy above the lowest of the compared OMol25 structures with the same formula, charge and spin**: 0.235 eV
**LUMO level**: 0.33 eV
**Charge**: 0
**HOMO level**: -13.0 eV
**E**: -7866.2511 eV



5.
The following is a quantum chemistry calculation of C5H8 in the gas phase, from the Open Molecules 2025 dataset.

Geometry as XYZ:
```
13
Properties=species:S:1:pos:R:3
H -1.94 1.56 -2.35
H 2.12 -0.90 0.75
C -0.73 0.48 -0.99
C 0.37 0.20 1.42
H 0.77 -1.93 1.24
H 0.92 1.11 1.68
H -0.41 0.09 2.19
H 1.76 -1.12 2.47
C -1.34 0.64 -2.32
H -0.58 0.72 -3.10
H -1.99 -0.20 -2.56
C -0.25 0.36 0.10
C 1.31 -1.01 1.47
```

**SMILES string**: CC#CCC
**Energy above the lowest of the compared OMol25 structures with the same formula, charge and spin**: 1.044 eV
**LUMO level**: 1.09 eV
**Charge**: 0
**HOMO level**: -9.4 eV
**E**: -5313.1232 eV



6.
The following is a quantum chemistry calculation of 2 unconnected molecules or ions with the total composition C4H8O2, from the Open Molecules 2025 dataset.

Geometry as XYZ:
```
14
Properties=species:S:1:pos:R:3
H -1.59 -0.21 -1.62
H 2.23 0.07 1.67
C -0.01 -0.29 1.62
H 0.07 0.42 -1.52
H 1.26 -2.26 -0.52
H -1.41 0.95 0.31
O 0.48 -2.21 0.05
H 1.37 0.97 0.33
C -0.99 0.71 -1.55
H -1.15 1.30 -2.46
O -1.37 1.52 -0.47
C 0.54 -1.07 0.75
C 1.33 0.15 1.05
H -0.76 -0.05 2.35
```

**SMILES string**: OC1=CC1.CO
**Energy above the lowest of the compared OMol25 structures with the same formula, charge and spin**: 3.953 eV
**LUMO level**: 0.60 eV
**Charge**: 0
**HOMO level**: -9.1 eV
**E**: -8369.3292 eV